Formula: BrMnN5O15
Source: the Open Molecules 2025 dataset
Level of theory: the ωB97M-V functional and the def2-TZVPD basis

Each line ends with the Löwdin charge.
Atoms and positions in Å:
Mn 20.39830 -6.87902 2.13174  0.7238
N 18.10624 -11.14290 -0.49059  -0.6012
O 19.11683 -11.83615 -0.69538  -0.1487
O 18.23614 -9.97549 -1.02202  -0.0754
O 17.15619 -11.58237 0.25691  -0.1512
N 18.97604 -9.06177 3.24976  -0.6476
O 18.61545 -9.90987 4.01645  -0.0188
O 18.37413 -8.79214 2.23812  0.0497
O 19.98815 -8.40615 3.55120  -0.1689
N 18.41383 -4.22244 2.04634  -0.6765
O 17.79913 -4.10199 3.08264  -0.0655
O 18.58441 -3.21370 1.32160  -0.0838
O 18.75269 -5.28685 1.70244  -0.0628
N 20.79718 -8.05873 -0.44397  -0.5650
O 21.13971 -8.63778 -1.53726  -0.0674
O 19.87814 -7.28669 -0.34817  0.0018
O 21.32478 -8.39162 0.66979  -0.1632
N 16.76094 -6.07344 -0.90250  -0.7495
O 17.61931 -5.25625 -0.92867  -0.0578
O 16.81210 -6.90218 -1.78146  -0.0863
O 15.95579 -6.14468 -0.01096  -0.0747
Br 22.67557 -6.12513 3.09453  -0.3110

Computed properties:
HOMO level (spin up / spin down) = 4.1 / 4.1 eV
<S²> = 8.75
Spin multiplicity = 6
Charge = -4
DFT total energy = -139503.4428 eV
Gap between HOMO and LUMO (spin up / spin down) = 4.388 / 4.367 eV
LUMO energy (spin up / spin down) = 8.46 / 8.44 eV